Record 1
# C2H15N2O3

A cluster of 4 separate species, C2H15N2O3 in total at a distorted geometry (wB97M-V/def2-TZVPD, the OMol25 dataset).

Structure (XYZ):
```
22
Properties=species:S:1:pos:R:3:forces:R:3:lowdin_charge:R:1
N -0.05275 1.71240 -0.20882 0.671 0.912 -1.700 0.187
C 0.76080 0.46632 -0.00531 -0.789 -0.862 -0.916 -0.119
C -0.21095 -0.64486 0.31327 -1.185 -1.325 0.157 -0.262
N -1.20283 -0.88644 -0.79988 0.705 -0.424 1.724 0.008
H -0.79922 1.81213 0.47797 -0.169 0.082 0.441 0.125
H 0.59191 2.49620 -0.22113 0.045 0.474 0.866 0.165
H -0.41843 1.85579 -1.17985 -0.362 -0.925 0.611 0.149
H 1.26184 0.28983 -0.97791 -0.068 -0.035 0.665 0.144
H 1.48987 0.62172 0.77110 0.143 0.216 0.264 0.131
H 0.18161 -1.58282 0.76659 0.960 0.484 -1.091 0.135
H -0.87483 -0.44726 1.15167 0.285 1.036 0.023 0.073
H -1.66303 -1.70499 -0.37443 -0.433 0.447 -1.058 0.086
H -0.73658 -1.22399 -1.62767 0.223 -0.276 -0.224 0.063
H 3.30353 -5.16071 1.05746 -0.314 0.336 -0.296 0.036
H 3.69278 -4.88399 2.43228 -0.150 0.469 0.311 0.038
O 3.17236 -4.47479 1.72717 0.439 -0.776 -0.030 -0.074
H -1.77167 1.89296 3.11111 -0.541 -0.484 0.401 0.063
H -2.03264 0.43098 2.42622 -0.514 0.305 0.819 0.050
O -1.58819 1.27850 2.40056 0.990 0.485 -1.254 -0.041
H -1.61315 3.20788 -3.69852 0.168 0.365 0.460 0.056
H -0.72505 2.12630 -4.10859 0.501 -0.079 0.179 0.050
O -0.76539 2.81885 -3.43328 -0.605 -0.426 -0.352 -0.062
```
Positions in Å, forces in eV/Å.

The value obtained for the HOMO energy is -13.6 eV. The value obtained for the frontier orbital gap is 10.77 eV. The value obtained for the maximum force is 2.04 eV Å⁻¹. Its energy above the lowest of the compared OMol25 structures with the same formula, charge and spin is 25.0 kcal per mole. As for the charge: +1.

---

Record 2
# C2H15N2O4

A cluster of 5 separate species, C2H15N2O4 in total at a distorted geometry (wB97M-V/def2-TZVPD, the OMol25 dataset).

Structure (XYZ):
```
23
Properties=species:S:1:pos:R:3:forces:R:3:lowdin_charge:R:1
C 0.78613 0.21093 -1.60720 2.968 0.405 0.382 -0.144
C 0.79421 0.52171 -0.26691 1.406 0.429 -1.378 -0.118
N -0.02491 -0.29756 0.60297 0.707 -3.314 -4.819 0.145
N 1.87138 0.49463 -2.48849 -2.310 -0.395 2.001 0.081
H 0.05608 -0.47303 -2.06633 -0.015 0.629 0.381 0.120
H 1.68425 0.93191 0.33215 -1.527 -0.260 -1.412 0.156
H -0.80966 -0.83347 0.08962 1.521 1.202 1.078 0.205
H 0.66494 -1.01591 0.84256 -1.128 -0.154 0.529 0.108
H -0.32444 0.07393 1.40093 -1.960 2.601 4.378 0.036
H 2.73057 0.93993 -2.19803 -0.412 -0.018 -0.089 0.103
H 1.69173 0.30716 -3.44526 0.256 0.098 -0.640 0.081
H 0.27206 -0.05936 4.17715 -0.924 -0.548 -0.836 0.085
H -0.20020 -1.44325 3.74566 -0.011 -0.930 0.263 0.034
O -0.33259 -0.52756 3.54403 0.982 1.465 0.462 -0.048
H -1.68582 0.90956 -2.89658 -1.793 -1.160 -0.257 0.051
H -3.19673 0.39719 -2.56384 1.609 -0.046 -0.903 0.070
O -2.36668 0.19112 -3.08488 0.207 1.272 1.228 -0.112
H -1.41471 2.95228 2.57904 -0.664 1.381 3.166 0.012
H -0.98577 3.18127 1.24434 2.310 5.080 -4.467 -0.044
O -1.27106 2.56146 1.77470 -1.560 -6.618 1.235 0.060
H 1.41762 -2.75100 0.20931 -0.974 -0.042 -0.071 0.101
H 0.21394 -3.55997 -0.12244 -0.733 -1.765 -0.609 0.049
O 0.42965 -2.71197 0.19751 2.046 0.687 0.375 -0.032
```
Positions in Å, forces in eV/Å.

The value obtained for the HOMO energy is -12.5 eV. The value obtained for the frontier orbital gap is 9.54 eV. The value obtained for the maximum force is 7.15 eV Å⁻¹. Its energy above the lowest of the compared OMol25 structures with the same formula, charge and spin is 65.0 kcal per mole. As for the charge: +1.

---

Record 3
# C2H15NO4

A cluster of 5 separate species, C2H15NO4 in total at a distorted geometry (wB97M-V/def2-TZVPD, the OMol25 dataset).

Structure (XYZ):
```
22
Properties=species:S:1:pos:R:3:forces:R:3:lowdin_charge:R:1
C -2.93356 0.62323 0.16249 1.166 0.029 0.130 -0.109
N -2.07058 -0.40658 -0.48816 -1.209 0.702 -0.068 -0.208
C -1.73559 -0.07336 -1.89162 -0.698 0.170 0.689 -0.107
H -2.32566 1.47488 0.47844 0.003 -0.056 -0.013 0.082
H -3.71817 1.01783 -0.48802 -0.138 -0.260 -0.018 0.073
H -3.33093 0.14886 1.05816 -0.261 0.247 -0.013 0.079
H -2.70453 -1.19988 -0.46928 0.583 -0.366 -0.378 0.105
H -1.56826 -1.01208 -2.40812 0.264 0.140 -0.310 0.084
H -0.87117 0.58896 -1.91904 0.190 -0.221 -0.036 0.080
H -2.56008 0.48633 -2.34778 0.011 -0.220 -0.246 0.074
H 0.47132 -0.81625 1.35874 -0.341 -0.181 1.339 0.032
H -0.44176 -0.48269 0.09399 0.017 -0.422 0.759 0.002
O 0.48157 -0.57973 0.45348 0.447 0.465 -1.906 -0.071
H 3.44429 1.96381 2.72477 -0.671 0.145 -0.426 0.042
H 2.51911 1.71434 1.50849 0.272 0.074 -0.130 -0.019
O 2.59519 2.22883 2.32274 0.469 -0.172 0.525 -0.082
H 3.11946 0.82925 -1.19195 -0.034 -0.079 -0.027 0.044
H 1.78677 0.58241 -0.40989 0.221 -0.131 0.089 0.001
O 2.62240 1.08057 -0.41137 -0.231 0.087 0.089 -0.064
H 2.33975 -1.96478 0.41047 -0.323 0.233 -0.105 -0.010
H 2.09378 -3.42107 0.82179 -0.055 0.098 -0.058 0.031
O 2.78666 -2.78289 0.63168 0.317 -0.280 0.113 -0.058
```
Positions in Å, forces in eV/Å.

The value obtained for the HOMO energy is -10.3 eV. Its SMILES is CNC.O.O.O.O. The value obtained for the frontier orbital gap is 10.81 eV. The value obtained for the maximum force is 2.01 eV Å⁻¹. Its energy above the lowest of the compared OMol25 structures with the same formula, charge and spin is 18.8 kcal per mole.

---

Record 4
# C2H15NO5

A cluster of 5 separate species, C2H15NO5 in total at a distorted geometry (wB97M-V/def2-TZVPD, the OMol25 dataset).

Structure (XYZ):
```
23
Properties=species:S:1:pos:R:3:forces:R:3:lowdin_charge:R:1
C 0.37559 2.17332 0.85495 -0.381 0.148 -1.473 -0.285
O 1.36004 2.54244 1.77990 0.197 0.032 0.533 -0.061
C 0.79741 1.08559 -0.14286 0.514 0.120 0.236 -0.274
N -0.30177 0.32905 -0.69484 0.875 -0.534 -0.398 0.004
H -0.54581 1.89013 1.36046 0.242 -0.235 0.403 0.104
H 0.08132 3.00439 0.19265 0.037 0.331 0.423 0.113
H 2.23053 2.57671 1.36831 -0.206 0.011 -0.131 0.086
H 1.37042 1.55545 -0.94355 -0.099 0.151 -0.228 0.108
H 1.53493 0.41729 0.31201 -0.337 -0.254 0.222 0.111
H -0.61877 -0.33225 -0.00295 -0.768 0.238 -0.034 0.082
H -1.00043 0.86232 -1.20131 -0.141 -0.234 0.545 0.070
H 0.43594 -1.87908 -3.24749 -0.104 -0.157 -0.026 0.040
H -0.07566 -1.52343 -1.87796 0.071 0.166 0.195 -0.011
O -0.18868 -2.18425 -2.57872 0.071 0.205 -0.075 -0.073
H -2.09939 -0.75087 -2.42229 -0.436 0.150 -0.159 0.010
H -2.19286 0.26700 -3.51232 -0.230 0.083 -0.043 0.037
O -2.68155 -0.03224 -2.73615 0.682 -0.309 0.086 -0.072
H -0.90893 0.51820 3.56115 0.181 -0.137 0.098 0.030
H -0.97128 -1.03266 3.47648 0.168 0.102 0.087 0.031
O -1.42197 -0.22235 3.22758 -0.303 0.053 -0.244 -0.056
H 1.56511 -3.60993 0.49239 -0.137 0.126 -0.063 0.038
H 1.91339 -2.84702 1.75433 -0.030 0.072 0.010 0.031
O 1.34239 -2.80782 0.98023 0.133 -0.125 0.037 -0.062
```
Positions in Å, forces in eV/Å.

The value obtained for the HOMO energy is -9.3 eV. Its SMILES is NCCO.O.O.O.O. The value obtained for the frontier orbital gap is 9.69 eV. The value obtained for the maximum force is 1.53 eV Å⁻¹. Its energy above the lowest of the compared OMol25 structures with the same formula, charge and spin is 21.8 kcal per mole.

---

Record 5
# C2H15O8Zn

A structure of composition C2H15O8Zn at a distorted geometry (wB97M-V/def2-TZVPD, the OMol25 dataset).

Structure (XYZ):
```
26
Properties=species:S:1:pos:R:3:forces:R:3:lowdin_charge:R:1
Zn 3.71487 9.68616 -18.62157 -0.207 -1.222 -0.944 0.635
C 4.60412 5.65392 -18.21370 0.366 -0.129 -0.269 0.001
C 3.88879 6.59112 -19.16406 -1.246 -0.803 -0.701 -0.673
O 4.18636 7.84794 -19.12660 0.843 1.022 0.342 -0.144
O 3.03937 6.13024 -19.93291 0.578 0.561 0.551 0.021
H 3.87680 5.13212 -17.59336 -0.010 0.151 0.113 0.084
H 5.37938 6.14414 -17.62802 -0.168 0.073 0.126 0.060
H 5.09305 4.87344 -18.79971 -0.061 0.050 -0.060 0.091
O 3.21841 11.70527 -18.32947 -0.099 0.772 -0.087 -0.010
H 3.06792 12.31333 -19.06928 0.042 -0.218 0.091 0.104
H 3.16717 12.25107 -17.53230 -0.037 -0.237 -0.056 0.103
O 5.46726 10.37415 -19.52414 0.712 0.175 -0.360 -0.019
H 6.01221 11.16928 -19.44002 -0.155 -0.124 0.050 0.107
H 5.91143 9.81925 -20.18918 -0.280 -0.028 0.227 0.114
O 2.74292 9.69507 -20.52889 -0.477 -0.050 -0.561 -0.029
H 2.77723 8.80370 -20.93237 0.180 0.113 0.448 0.096
H 1.95300 10.12027 -20.89069 0.173 -0.022 0.058 0.094
O 4.52861 9.64530 -16.73000 0.199 0.337 0.962 -0.002
H 4.05227 9.31919 -15.95286 0.179 -0.089 -0.155 0.104
H 5.21740 10.23278 -16.38068 -0.067 -0.170 -0.189 0.110
O 1.89052 9.01388 -17.83330 -0.651 0.039 0.756 -0.008
H 1.81206 8.76552 -16.90312 -0.095 -0.054 -0.165 0.091
H 1.07268 8.69987 -18.24581 0.321 -0.014 -0.204 0.109
O 7.38668 8.40681 -18.02939 -0.097 0.330 0.112 -0.051
H 6.50414 8.73831 -18.24026 0.030 -0.406 0.071 -0.029
H 7.31319 8.02149 -17.14874 0.028 -0.056 -0.157 0.041
```
Positions in Å, forces in eV/Å.

The value obtained for the HOMO energy is -11.7 eV. The value obtained for the frontier orbital gap is 7.74 eV. The value obtained for the maximum force is 1.64 eV Å⁻¹. Its energy above the lowest of the compared OMol25 structures with the same formula, charge and spin is 9.1 kcal per mole. As for the charge: +1.

---

Record 6
# C2H16NO5

A cluster of 6 separate species, C2H16NO5 in total at a distorted geometry (wB97M-V/def2-TZVPD, the OMol25 dataset).

Structure (XYZ):
```
24
Properties=species:S:1:pos:R:3:forces:R:3:lowdin_charge:R:1
C -0.92024 2.26484 1.38294 -0.737 0.663 -0.616 -0.137
C -1.87666 1.47468 1.85048 2.323 -1.287 0.705 0.078
N 0.45628 1.79190 1.29507 0.635 2.557 4.427 0.181
H -1.04160 3.34678 1.13581 -0.065 -1.290 -0.262 0.142
H -2.87062 1.75000 1.81729 -1.839 0.902 0.186 0.047
H -1.67606 0.50570 2.38680 -0.002 0.850 -1.099 0.110
H 0.61573 1.08709 2.00214 0.182 -1.457 0.032 0.109
H 0.90342 1.51387 0.46890 0.026 -0.764 -2.731 0.083
H 1.07099 2.53026 1.72049 -0.453 -0.359 -0.793 0.197
H -2.13441 -0.66138 -1.97980 -1.390 -0.692 2.014 0.061
H -1.77213 -0.07516 -3.15451 -0.059 1.192 -2.276 0.069
O -1.37764 -0.63428 -2.52121 1.105 -0.296 0.008 0.004
H 2.69842 -0.95874 2.26156 -3.334 0.978 -1.033 0.130
H 1.50964 -1.03351 1.12459 0.561 -0.341 0.046 -0.053
O 1.73366 -0.63896 1.99053 2.844 -0.097 2.002 -0.136
H 0.62262 -1.72197 -0.84328 1.274 -0.250 0.904 0.050
H 2.06188 -2.12290 -0.69923 1.078 -1.001 -0.318 0.071
O 1.46414 -1.50919 -0.31488 -1.836 0.706 -1.108 -0.072
H -0.09115 0.48001 -1.89447 2.411 1.006 1.456 0.072
H 1.31568 0.15473 -1.29475 1.436 -1.843 0.223 -0.027
O 0.74486 0.87606 -1.40704 -3.620 1.223 -1.379 -0.080
H -0.46016 -2.37136 -2.43688 0.604 -0.845 0.586 0.060
H -0.90088 -3.10111 -1.17075 1.454 -0.202 -0.791 0.106
O -0.07579 -2.94733 -1.71981 -2.598 0.648 -0.181 -0.064
```
Positions in Å, forces in eV/Å.

The value obtained for the HOMO energy is -14.3 eV. The value obtained for the frontier orbital gap is 11.26 eV. The value obtained for the maximum force is 5.15 eV Å⁻¹. Its energy above the lowest of the compared OMol25 structures with the same formula, charge and spin is 39.6 kcal per mole. As for the charge: +1.

---

Record 7
# C2H16O6

A cluster of 6 separate species, C2H16O6 in total at a distorted geometry (wB97M-V/def2-TZVPD, the OMol25 dataset).

Structure (XYZ):
```
24
Properties=species:S:1:pos:R:3:forces:R:3:lowdin_charge:R:1
C -0.69123 -2.23284 2.07268 0.742 0.557 0.067 -0.314
O -0.96777 -1.21025 1.13102 -0.344 0.247 -0.061 -0.111
C 0.65769 -2.92181 1.70383 -1.085 -0.686 0.624 -0.088
H -0.69386 -1.78166 3.07157 0.536 -0.096 0.131 0.101
H -1.56639 -2.91273 2.15647 0.704 0.090 -0.754 0.116
H -0.42944 -0.41912 1.31408 -0.280 -0.653 -0.250 0.053
H 0.59911 -3.31173 0.66468 -0.038 -0.113 0.837 0.079
H 1.56498 -2.32128 1.75596 -0.339 0.622 0.082 0.057
H 0.80372 -3.69159 2.48388 0.089 -0.229 -0.739 0.069
H 1.07677 1.73180 -1.87398 0.139 -0.012 0.230 0.017
H 1.66033 0.62836 -0.93941 -0.227 -0.071 -0.434 0.049
O 1.77960 1.54269 -1.21921 0.316 -0.191 -0.233 -0.078
H -2.52880 -1.14577 -3.59306 0.264 0.120 0.153 0.035
H -2.52979 0.24949 -2.88263 0.022 -0.509 -0.208 0.013
O -3.07382 -0.39250 -3.35622 -0.341 0.313 0.022 -0.051
H -1.14516 1.85206 -2.23433 -0.101 0.938 0.155 0.031
H -0.67483 3.25748 -2.93582 -0.495 -0.589 0.466 0.072
O -0.47737 2.33031 -2.74075 0.694 -0.330 -0.510 -0.045
H 2.50039 1.59672 0.65394 -0.276 0.782 0.352 0.019
H 2.98777 2.23676 1.95926 -0.603 0.025 -0.192 0.052
O 2.18942 2.13640 1.40967 0.901 -0.564 0.091 -0.077
H -0.78659 1.57923 1.04675 -1.146 -0.317 -0.227 0.058
H 0.31465 1.81263 0.23264 -0.248 -0.291 -1.237 0.020
O -0.56936 1.38735 0.11901 1.117 0.957 1.636 -0.077
```
Positions in Å, forces in eV/Å.

The value obtained for the HOMO energy is -10.1 eV. Its SMILES is CCO.O.O.O.O.O. The value obtained for the frontier orbital gap is 10.43 eV. The value obtained for the maximum force is 2.20 eV Å⁻¹. Its energy above the lowest of the compared OMol25 structures with the same formula, charge and spin is 30.1 kcal per mole.

---

Record 8
# C2H17N2O5

A cluster of 6 separate species, C2H17N2O5 in total at a distorted geometry (wB97M-V/def2-TZVPD, the OMol25 dataset).

Structure (XYZ):
```
26
Properties=species:S:1:pos:R:3:forces:R:3:lowdin_charge:R:1
C -0.83886 3.17932 0.62075 -3.582 2.555 1.921 -0.038
N -1.21475 2.02560 1.46258 2.115 -1.187 -1.309 0.020
C -0.73483 0.81169 1.15705 -1.473 -0.487 -0.202 -0.136
N -0.89542 -0.16859 2.00767 -0.446 -0.694 5.626 0.150
H -0.59969 4.08180 1.33859 -0.012 -1.857 -1.728 0.137
H -1.78671 3.47398 0.03599 1.454 -0.230 0.838 0.121
H -0.12864 2.90172 -0.08753 1.439 -0.222 -0.608 0.030
H -1.60533 2.16534 2.38231 -0.028 0.106 -0.023 0.151
H -0.37926 0.49251 0.11606 -0.278 1.363 1.253 0.136
H -1.03801 -0.10240 3.12265 0.054 1.126 -3.411 0.209
H -0.82349 -1.17107 1.96891 0.556 -0.325 -1.926 0.078
H -0.47216 -3.73518 1.02436 -0.439 -2.036 0.662 0.054
H 0.32857 -2.55573 0.92462 2.047 0.874 0.408 -0.039
O -0.50799 -2.87488 0.67533 -1.828 0.588 -0.165 -0.019
H -1.10528 -1.48509 -0.53730 -1.161 -1.112 0.908 -0.008
H -0.89113 -2.00931 -2.00012 -0.868 -1.437 -0.609 0.045
O -0.65375 -1.39407 -1.34498 1.893 2.572 -1.002 -0.016
H 0.44875 1.98303 -1.87699 0.131 -0.589 -0.589 0.061
H 0.17988 0.39901 -2.13858 0.409 0.683 0.119 0.015
O 0.11329 1.15194 -1.52518 -0.444 0.403 0.411 -0.106
H 1.91984 -1.90612 0.16739 -0.552 -0.793 0.628 0.087
H 2.77976 -1.55985 1.17221 3.045 1.829 1.440 0.016
O 2.04236 -2.09313 1.13488 -2.234 -0.841 -2.349 -0.018
H 2.65443 -0.19671 -3.23521 1.520 0.402 -0.656 0.031
H 1.40821 -0.98927 -3.62790 0.464 0.290 0.327 0.073
O 1.80022 -0.42454 -2.93755 -1.779 -0.983 0.036 -0.034
```
Positions in Å, forces in eV/Å.

The value obtained for the HOMO energy is -14.1 eV. The value obtained for the frontier orbital gap is 11.35 eV. The value obtained for the maximum force is 5.69 eV Å⁻¹. Its energy above the lowest of the compared OMol25 structures with the same formula, charge and spin is 65.7 kcal per mole. As for the charge: +1.

---

| no. | LUMO level (eV) | electronic energy (Eh) |
| --- | --- | --- |
| 1 | -2.83 | -420.17345 |
| 2 | -2.92 | -495.36863 |
| 3 | 0.55 | -440.89398 |
| 4 | 0.42 | -516.12536 |
| 5 | -3.95 | -2466.29256 |
| 6 | -3.05 | -516.47021 |
| 7 | 0.36 | -537.19716 |
| 8 | -2.80 | -571.83121 |